1.
Below is C28H42FIN5O3SbTi as an isolated structure, with properties calculated with ωB97M-V/def2-TZVPD.

Last column: Löwdin spin population.
Element x y z (Å)
Ti1 1.1521 -2.6249 -0.3581  0.944
C1 0.0229 3.6150 4.0534  0.000
C2 1.3999 3.1038 3.6729  0.000
N1 1.3423 2.1322 2.5489  0.003
C3 1.3710 0.8391 2.8308  -0.001
C4 1.2883 -0.1676 1.8847  0.003
C5 1.3543 -1.5690 2.4093  0.004
O1 1.3745 -1.8089 3.5805  0.021
O2 1.4200 -2.5089 1.4599  0.001
C6 1.1522 0.1828 0.5394  0.005
O3 1.0614 -0.6892 -0.4239  0.008
C7 1.1069 1.5826 0.2156  0.001
C8 0.9769 2.0064 -1.1151  0.000
C9 0.9600 3.3364 -1.4087  0.001
F1 0.8975 3.7038 -2.6952  0.000
C10 1.0359 4.3341 -0.4150  0.002
C11 1.1555 3.9129 0.8991  0.000
C12 1.2102 2.5540 1.2315  0.002
N2 0.9818 5.7119 -0.6969  0.001
C13 2.1444 6.5126 -0.3208  0.000
C14 1.7535 7.9636 -0.1104  0.000
N3 1.0821 8.4887 -1.3513  0.000
C15 -0.0901 7.6265 -1.7427  0.000
C16 0.3753 6.1951 -1.9309  0.000
H1 0.1160 4.3243 4.8747  0.000
H2 -0.6120 2.7964 4.3917  0.000
H3 -0.4775 4.1166 3.2251  0.000
H4 1.8640 2.5800 4.5051  0.000
H5 2.0847 3.8996 3.3865  0.000
H6 1.4672 0.5576 3.8728  0.000
H7 0.9231 1.2846 -1.9174  0.000
H8 1.1658 4.6635 1.6743  0.000
H9 2.9303 6.4444 -1.0885  0.000
H10 2.5736 6.1475 0.6085  0.000
H11 2.6211 8.5875 0.0937  0.000
H12 1.0305 8.0637 0.6974  0.000
H13 1.7546 8.5221 -2.1225  0.000
H14 0.7721 9.4507 -1.1977  0.000
H15 -0.5117 8.0325 -2.6598  0.000
H16 -0.8170 7.7084 -0.9363  0.000
H17 1.0656 6.1397 -2.7832  0.000
H18 -0.4978 5.5978 -2.1825  0.000
I1 6.8099 -3.0963 -1.2031  0.000
C17 4.8608 -3.7312 -1.1118  0.002
C18 4.3925 -4.9250 -0.5906  0.000
N4 3.0593 -4.9300 -0.6999  0.005
N5 2.6012 -3.8094 -1.3165  0.000
C19 3.7062 -3.0845 -1.5554  0.003
H19 4.9227 -5.7615 -0.1632  0.000
H20 2.4398 -5.7051 -0.5170  0.000
H21 3.6234 -2.1267 -2.0498  0.001
C20 -2.7178 -1.1560 -1.4967  0.001
C21 -2.7955 -2.0373 -0.2535  0.000
C22 -4.2228 -2.4537 0.0849  0.000
Sb1 -1.4460 -3.7008 -0.5060  -0.004
C23 -1.8950 -4.6655 -2.3788  -0.002
C24 -3.3861 -4.8764 -2.6191  -0.001
C25 -1.0970 -5.9673 -2.4453  0.000
C26 -1.7994 -5.0801 1.1127  0.000
C27 -1.7611 -4.2965 2.4230  0.000
C28 -3.0742 -5.8983 0.9415  -0.001
H22 -3.3373 -0.2669 -1.3607  0.000
H23 -3.0931 -1.6721 -2.3830  0.000
H24 -1.6973 -0.8246 -1.7073  0.001
H25 -2.3644 -1.4979 0.5956  0.000
H26 -4.6644 -3.0713 -0.6972  0.000
H27 -4.8457 -1.5618 0.1834  0.000
H28 -4.2867 -3.0014 1.0242  0.000
H29 -1.5059 -3.9735 -3.1299  0.000
H30 -3.8428 -5.5055 -1.8551  0.000
H31 -3.5233 -5.3773 -3.5798  0.000
H32 -3.9374 -3.9375 -2.6603  0.000
H33 -1.4030 -6.6711 -1.6686  0.000
H34 -0.0203 -5.7976 -2.3515  0.000
H35 -1.2636 -6.4555 -3.4069  0.000
H36 -0.9367 -5.7511 1.0768  0.000
H37 -2.5839 -3.5815 2.4889  0.000
H38 -0.8213 -3.7590 2.5648  0.000
H39 -1.8701 -4.9873 3.2612  0.000
H40 -3.9640 -5.2703 0.8853  0.000
H41 -3.1924 -6.5514 1.8088  0.000
H42 -3.0490 -6.5337 0.0571  0.000

Computed properties:
* largest force on an atom: 0.5 eV/A
* spin multiplicity: 2
* orbital gap (spin up / spin down): 7.6 / 7.5 eV
* <S²>: 0.755
* charge: +3
* highest occupied orbital energy (spin up / spin down): -0.5688 / -0.5705 Eh
* relative energy (zero: lowest compared OMol25 entry of this formula, charge and spin): 0.283 eV

---

2.
Below is C28H42N5O6PS3V as an isolated structure, with properties calculated with ωB97M-V/def2-TZVPD.

Last column: Löwdin spin population.
Element x y z (Å)
V1 -1.2231 -0.5542 -0.4665  2.814
S1 1.7862 0.6899 -2.8745  0.007
C1 0.7070 1.9692 -2.5521  0.005
S2 -0.5862 1.8348 -1.4072  0.006
C2 0.8495 3.2123 -3.2124  0.002
C3 1.9002 3.4664 -4.1312  0.001
N1 2.7420 3.7459 -4.8743  0.002
C4 0.0100 4.3245 -2.9517  0.000
N2 -0.6347 5.2713 -2.7811  0.001
C5 -1.9599 -0.5620 -3.5414  0.006
N3 -1.5319 -1.5376 -2.5332  0.011
C6 -0.3623 -2.2712 -3.0297  0.005
C7 -2.6257 -2.4945 -2.2712  0.007
C8 -2.4128 -3.2609 -0.9881  0.011
C9 -2.8129 -4.5903 -0.9010  -0.001
C10 -2.7178 -5.2738 0.3068  0.014
C11 -2.2175 -4.6039 1.4165  -0.002
C12 -1.8086 -3.2765 1.3021  0.011
C13 -1.8822 -2.5503 0.1068  -0.005
H1 -2.3030 -1.0834 -4.4494  0.000
H2 -1.1189 0.0830 -3.7903  0.000
H3 -2.7713 0.0431 -3.1417  0.001
H4 -0.5745 -2.6723 -4.0336  0.000
H5 -0.1474 -3.0976 -2.3535  0.000
H6 0.4985 -1.6058 -3.0724  0.001
H7 -2.7280 -3.1760 -3.1331  0.000
H8 -3.5451 -1.9080 -2.1950  0.001
H9 -3.2015 -5.0986 -1.7812  -0.001
H10 -3.0252 -6.3123 0.3766  0.001
H11 -2.1348 -5.1202 2.3694  -0.001
H12 -1.3930 -2.7892 2.1831  0.000
C14 3.1906 4.0515 -0.7621  0.000
C15 1.8562 4.1912 -0.0463  0.000
S3 1.6187 2.7912 1.0572  0.000
O1 2.7363 2.8493 2.0741  0.000
C16 0.2148 3.4306 2.0152  0.000
C17 -1.0095 3.9530 1.2814  0.000
H13 3.3443 4.9122 -1.4143  0.000
H14 3.1888 3.1556 -1.3878  0.000
H15 4.0139 3.9899 -0.0482  0.000
H16 1.0353 4.1630 -0.7634  0.000
H17 1.7911 5.1011 0.5595  0.000
H18 0.6913 4.1990 2.6321  0.000
H19 -0.0494 2.5909 2.6630  0.000
H20 -0.7586 4.6874 0.5165  0.000
H21 -1.6730 4.4364 2.0064  0.000
H22 -1.5485 3.1526 0.7817  0.000
C18 -3.0549 1.6525 3.4082  0.000
N4 -3.5784 1.2985 2.1057  0.001
C19 -4.8566 1.5996 1.7094  0.004
C20 -5.3134 1.2583 0.4986  0.000
C21 -4.4385 0.5347 -0.4375  0.005
O2 -4.8453 0.1629 -1.5345  0.009
N5 -3.1652 0.2992 -0.0023  0.007
C22 -2.7371 0.6644 1.2079  0.017
O3 -1.5524 0.4257 1.5397  0.018
H23 -3.8428 2.1479 3.9740  0.000
H24 -2.2016 2.3232 3.3108  0.000
H25 -2.7260 0.7614 3.9431  0.000
H26 -5.4569 2.1278 2.4393  0.000
H27 -6.3163 1.4991 0.1816  0.000
C23 5.4460 -0.4514 0.1348  0.000
C24 4.0228 0.0429 0.0272  0.000
O4 3.1672 -0.9731 0.5954  0.005
P1 1.5439 -0.8756 0.4360  0.016
O5 1.1834 -2.2406 -0.3505  0.008
C25 1.6867 -3.5222 0.0471  0.001
C26 2.7119 -3.9975 -0.9620  0.000
O6 1.1648 -1.4098 1.9500  0.005
C27 1.4792 -0.5085 3.0087  0.000
C28 2.5451 -1.1096 3.9017  0.000
H28 6.1312 0.3155 -0.2328  0.000
H29 5.5943 -1.3578 -0.4560  0.000
H30 5.7027 -0.6730 1.1731  0.000
H31 3.7350 0.2252 -1.0082  0.000
H32 3.8966 0.9710 0.5871  0.000
H33 0.8177 -4.1832 0.0867  0.000
H34 2.1098 -3.4646 1.0500  0.000
H35 2.2481 -4.1967 -1.9293  0.000
H36 3.1933 -4.9150 -0.6115  0.000
H37 3.4790 -3.2356 -1.1025  0.000
H38 0.5531 -0.3266 3.5603  0.000
H39 1.8214 0.4580 2.6212  0.000
H40 2.2070 -2.0675 4.3028  0.000
H41 2.7693 -0.4401 4.7361  0.000
H42 3.4587 -1.2763 3.3299  0.000

Computed properties:
* largest force on an atom: 0.6 eV/A
* spin multiplicity: 4
* orbital gap (spin up / spin down): 5.7 / 6.0 eV
* <S²>: 3.760
* charge: -2
* highest occupied orbital energy (spin up / spin down): -0.0580 / -0.0679 Eh
* relative energy (zero: lowest compared OMol25 entry of this formula, charge and spin): 0.172 eV